97
Properties=species:S:1:pos:R:3:forces:R:3:lowdin_charge:R:1 method="wB97M-V/def2-TZVPD" e_above_lowest_kcal_mol=5.68 homo_lumo_gap_ev=6.3 spin_multiplicity=1 homo_ev=-4.31 charge=-1 max_force_ha_per_bohr=0.008 energy_ev=-229892.155
C -4.121215 -3.254918 -4.220742 0.0 0.1 -0.2 -0.201
H 1.685484 3.534839 -7.455771 0.0 0.0 0.0 0.109
H 1.196577 1.212599 1.457225 0.0 0.0 0.0 0.059
H -4.787268 -6.291563 -3.267800 0.0 0.0 0.0 0.023
C 2.361403 -0.022795 -2.035397 0.1 0.0 0.1 -0.022
H -5.778129 2.227940 -0.210561 0.0 0.0 0.0 0.096
H 0.208813 -3.737354 3.602821 0.0 0.0 0.0 0.089
Si -4.403009 -3.963720 -2.513016 -0.1 0.0 -0.1 0.361
H -0.593265 0.951333 4.975715 0.0 0.0 0.0 0.009
C -4.722855 4.032523 0.286369 0.0 0.0 0.0 -0.114
H 2.411224 -2.535345 5.609198 0.0 0.0 0.0 0.002
C 0.202016 2.954819 -1.251624 0.1 0.0 0.0 -0.044
H 4.321331 1.287019 -3.406960 0.0 0.0 0.0 0.145
N -1.289669 0.327310 0.649694 -0.1 -0.2 0.1 0.067
H -3.407251 5.646495 0.806016 0.0 0.0 0.0 0.092
C -4.085975 -5.803380 -2.584519 0.0 -0.2 0.0 -0.201
C 2.500010 2.367725 0.179710 0.0 0.0 0.0 -0.101
N 0.237889 -3.215789 0.942164 0.0 0.1 0.0 -0.023
H 1.990006 1.494427 4.165546 0.0 0.0 0.0 0.015
C -3.484607 4.591273 0.570758 0.0 0.0 0.0 -0.102
C 5.124161 3.020868 -5.630345 0.0 0.0 0.0 -0.031
N 1.722909 1.912945 -5.135539 0.0 0.1 -0.1 0.185
C 3.949026 2.437259 -5.167142 0.1 -0.1 0.1 -0.195
C -4.813538 2.672991 0.003600 0.0 0.0 0.0 -0.091
H -4.198151 -6.255929 -1.596264 0.0 0.0 0.0 0.027
H -6.355715 -4.056980 -1.007705 0.0 0.0 0.0 0.030
O -1.588620 -1.971531 2.679119 -0.3 0.0 0.0 -0.230
C 1.432025 3.432570 -1.688113 0.0 0.1 0.1 -0.098
C -0.609277 0.699512 3.917538 -0.1 -0.1 -0.1 -0.366
H 6.071797 2.878716 -5.126440 0.0 0.0 0.0 0.104
C -2.343437 3.796863 0.555867 0.0 0.0 0.0 -0.053
H -6.405231 -2.610434 -2.014392 0.0 0.0 0.0 0.028
H 0.447427 -5.226160 1.600355 0.0 -0.1 0.0 0.102
H 0.202673 -0.471883 6.808629 0.0 0.0 0.0 0.016
H 3.406610 0.198032 -1.857608 0.0 0.0 0.0 0.104
H -0.971946 -5.058286 3.549660 0.0 0.0 0.0 0.108
C -2.577746 -2.566088 -0.544653 0.0 -0.2 -0.2 -0.137
H 2.170152 -1.139707 -0.210402 0.0 -0.1 0.0 0.111
N 0.377848 -1.061143 -1.209733 0.1 -0.3 -0.3 0.051
H -1.166133 -4.744747 1.066473 0.0 0.0 0.0 0.110
C 5.024927 3.795499 -6.770596 -0.1 0.0 0.0 -0.108
H -5.612664 4.650598 0.286783 0.0 0.0 0.0 0.090
H -0.241816 0.583736 -4.078393 0.0 0.0 0.0 0.115
H -6.876753 -4.177754 -2.700192 0.0 0.0 0.0 0.023
H 1.489795 4.032682 -2.588794 0.0 0.0 0.0 0.101
H 0.994374 -2.801820 1.478666 0.0 0.0 0.0 0.049
C -0.666110 -4.129223 3.070941 0.0 0.0 -0.1 -0.121
C -1.211637 1.519502 0.318782 0.1 0.2 -0.1 -0.369
C -0.285651 -4.413673 1.621892 -0.1 0.1 0.0 -0.243
H 3.130143 0.254346 3.652954 0.0 0.0 0.0 0.005
C 1.673884 0.488672 -3.124003 0.2 0.0 -0.2 -0.151
C 2.586453 3.148414 -0.967296 -0.1 0.0 0.0 -0.121
C 2.248623 0.439414 4.269795 -0.1 0.0 -0.1 -0.613
H 3.224106 -2.307782 7.166637 0.0 0.0 0.0 0.016
C 2.327261 1.343524 -4.131887 -0.1 -0.2 0.2 -0.285
C -2.426460 2.435987 0.275397 0.1 0.0 0.0 -0.168
H 3.761215 4.595591 -8.315136 0.0 0.0 0.0 0.094
H -1.376298 4.238001 0.771756 0.0 0.0 0.0 0.109
C 1.670096 -0.786729 -1.107637 0.0 0.2 0.0 -0.134
C 1.273325 1.862075 0.590556 0.0 0.1 0.0 -0.050
H 4.124533 -2.073989 5.658188 0.0 0.0 0.0 0.015
H 5.913278 4.269563 -7.167709 0.0 0.0 0.0 0.094
C 2.716044 2.608934 -5.807951 -0.1 0.0 0.0 -0.228
C -6.180618 -3.680089 -2.018398 -0.2 0.0 0.1 -0.198
C -1.802176 -3.115454 3.234237 0.0 0.2 -0.1 -0.671
H 1.225259 -0.223794 8.234695 0.0 0.0 0.0 0.016
C 2.635423 3.394436 -6.956495 0.0 0.0 0.0 -0.021
H -3.729591 0.813707 -0.171168 0.0 0.0 0.0 0.106
Zn -1.313901 -1.616906 0.672868 -0.1 0.1 0.4 0.506
H 4.212464 0.764993 7.921849 0.0 0.0 0.0 0.011
O -2.787317 -3.430520 3.889535 0.0 0.0 0.1 0.016
C 3.154487 -1.939464 6.141577 0.0 -0.1 0.0 -0.224
C -0.278359 -0.584897 -2.270168 0.0 0.0 0.0 -0.114
C 4.049839 1.026081 6.873808 0.1 0.1 0.0 -0.234
C -3.674813 1.882023 0.007331 -0.1 0.0 0.0 -0.031
H 0.586309 -3.445546 0.018890 0.0 0.0 0.0 0.077
C -3.298927 -3.157735 -1.337924 0.2 0.2 0.2 -0.251
N 3.670237 1.617152 -4.095033 0.1 0.0 0.0 0.172
H -4.784235 -3.705845 -4.965110 0.0 0.0 0.0 0.022
Ge 2.605770 -0.063996 6.116270 0.0 -0.1 0.1 0.708
H -3.087519 -3.424007 -4.534822 0.0 0.0 0.0 0.025
H 3.394598 2.141109 0.750427 0.0 0.0 0.0 0.098
H -1.336428 -0.823617 -2.310637 0.0 0.0 0.0 0.097
H 4.982302 0.860553 6.330349 0.0 0.0 0.0 0.011
C 3.795606 3.980212 -7.425432 0.0 0.0 0.0 -0.105
H -3.070194 -6.007589 -2.932741 0.0 0.0 0.0 0.025
Se 0.755812 -0.628435 3.545765 0.2 0.0 0.1 0.895
C 1.013445 0.128776 7.223586 -0.1 0.0 0.0 -0.228
C 0.324096 0.189010 -3.245711 -0.2 0.0 0.0 0.003
H -0.697216 3.189403 -1.810688 0.0 0.0 0.0 0.120
H 3.544032 3.533767 -1.298532 0.0 0.0 0.0 0.093
H -0.434099 1.583701 3.305826 0.0 0.0 0.0 0.017
H 3.803254 2.088090 6.818903 0.0 0.0 0.0 0.012
H -1.555031 0.239985 3.640073 0.0 0.0 0.0 0.019
C 0.107274 2.155976 -0.112506 -0.1 0.0 0.0 -0.168
H 0.686729 1.168282 7.281458 0.0 0.0 0.0 0.018
H -4.293522 -2.175234 -4.216564 0.0 0.0 0.0 0.026

---

105
Properties=species:S:1:pos:R:3:forces:R:3:lowdin_charge:R:1 method="wB97M-V/def2-TZVPD" e_above_lowest_kcal_mol=0.00 homo_lumo_gap_ev=6.6 spin_multiplicity=1 homo_ev=-4.58 charge=-1 max_force_ha_per_bohr=0.015 energy_ev=-169503.356
N 1.563230 0.411630 -2.546522 0.0 0.0 0.0 0.080
C -3.080518 -0.852556 -2.952277 0.0 0.0 0.0 -0.174
C -0.125878 1.272780 2.891815 0.1 0.0 0.0 -0.149
H -5.279479 5.801133 3.021309 0.0 0.0 0.0 0.118
O -2.575354 -0.659852 0.447315 -0.7 0.1 -0.3 -0.089
O -3.377504 -1.970462 2.078703 0.1 -0.1 0.0 0.091
H 2.936809 -5.800808 0.817991 0.0 0.0 0.0 0.011
C 2.895951 -1.905174 2.053575 0.0 0.0 0.0 -0.067
C -2.645852 -1.100580 1.655964 0.1 0.0 0.0 -0.577
C 0.624545 1.045116 -1.817462 0.0 0.0 -0.1 -0.427
C 3.626312 -1.966977 -2.402131 0.0 0.0 0.0 -0.182
H -2.366490 1.611614 -4.928019 0.0 0.0 0.0 0.034
H -3.879457 5.919675 -1.714589 0.0 0.0 0.0 0.100
H -2.836127 -1.917795 -2.962046 0.0 0.0 0.0 0.016
S -4.660535 2.190997 2.071248 0.0 -0.1 0.0 0.890
C -0.497781 -0.393430 -4.586392 0.0 0.0 0.0 -0.194
C 2.269967 -5.409508 1.586782 0.0 0.0 0.0 -0.185
C 3.536236 -0.887196 2.732464 0.0 0.0 0.0 -0.067
H -1.213566 2.544088 -4.008694 0.0 0.0 0.0 0.031
H 0.021615 -4.010037 -2.540832 0.0 0.0 0.0 -0.026
H -0.404599 -0.619643 5.717143 0.0 0.0 0.0 0.117
H -1.499811 3.837574 -2.476385 0.0 0.0 0.0 0.017
H -2.910114 2.368042 -3.432440 0.0 0.0 0.1 0.010
N -0.994679 0.592332 2.078932 0.0 0.0 0.0 0.200
C -4.198507 4.798646 1.485951 0.0 0.0 0.0 -0.397
H 4.538103 -4.200639 0.719238 0.0 0.0 0.0 0.013
C 1.897104 3.101855 -2.005919 0.0 0.0 0.0 -0.084
H -0.465529 -6.134431 0.484886 0.0 0.0 0.0 0.034
C -1.640885 -0.431768 2.580453 0.0 0.0 0.0 -0.159
C -0.625963 0.306207 -1.452878 0.1 -0.1 0.1 -0.404
C -2.072360 1.867573 -3.904908 0.0 0.0 0.0 -0.181
H 3.733576 -5.075610 -2.619212 0.0 0.0 0.0 0.033
C 2.821464 -4.868962 -2.050907 0.0 0.0 0.0 -0.176
C -5.360235 6.890915 1.164939 0.0 0.0 0.0 -0.080
H -1.100882 -1.041604 -5.230900 0.0 0.0 0.0 0.034
Si -1.547099 0.224470 -3.124223 0.0 -0.1 0.0 0.448
O -5.660923 2.522065 1.073192 0.0 0.0 0.0 -0.412
C 1.635996 2.692107 4.554273 0.0 0.0 0.0 -0.090
O -1.496782 2.850401 0.422224 -0.1 0.2 -0.1 -0.340
C -4.200250 5.901968 -0.682333 0.0 0.0 0.0 -0.087
H 5.021745 -2.556641 0.297607 0.0 0.0 0.0 0.032
C 1.655342 -2.703541 -0.034812 -0.1 0.1 0.0 -0.528
H 2.743021 1.572675 0.576488 0.0 0.0 0.0 0.103
C 3.522024 0.393148 2.201317 0.0 0.0 0.0 -0.076
H 4.054239 -1.095010 3.661576 0.0 0.0 0.0 0.104
H -1.034818 -4.773362 -0.478469 0.0 0.0 0.0 0.010
H 0.331051 2.757541 1.412813 0.0 0.0 0.0 0.089
C 0.800920 2.411390 -1.524651 0.0 0.0 0.0 -0.060
C 0.537664 2.429990 2.417809 0.0 -0.1 0.0 -0.007
C 2.233473 -1.634572 0.846512 0.0 -0.1 0.0 -0.426
H -3.617478 -0.646026 -2.025596 0.0 0.0 0.0 0.026
H 2.836289 -1.706149 -3.103821 0.0 0.0 0.0 0.005
As -2.685651 3.500869 -0.578491 0.0 0.0 0.2 1.085
H 2.932972 -2.914439 2.436667 0.0 0.0 0.0 0.081
C -0.025508 -3.660739 2.414637 0.0 0.0 0.0 -0.160
C 1.017769 1.574163 5.032013 0.0 0.0 0.0 -0.043
O -1.960771 4.432658 -1.866735 0.0 0.0 -0.1 -0.214
O -3.518575 1.426742 1.506740 -0.1 0.1 0.2 -0.400
H 3.321658 0.511586 -3.588300 0.0 0.0 0.0 0.095
C -0.140419 -5.294929 -0.136938 0.0 0.0 0.0 -0.194
H -0.191341 0.468956 -5.184661 0.0 0.0 0.0 0.026
C -4.977559 6.925142 -0.173093 0.0 0.0 0.0 -0.095
H 0.080156 2.916078 -0.904801 0.0 0.0 0.0 0.062
H 0.377341 -5.707286 -1.003881 0.0 0.0 0.0 0.014
C -1.471719 -0.913381 3.893166 0.0 0.0 0.0 0.010
H 3.920677 -1.047846 -1.893163 0.0 0.0 0.0 0.025
H -0.228201 -4.525302 3.053814 0.0 0.0 0.0 0.040
O -3.825145 3.804353 2.297533 0.0 0.1 0.0 -0.256
C -4.980264 5.845174 1.982533 0.0 0.0 0.0 -0.006
N 2.172909 -0.380962 0.383376 0.0 0.0 0.0 0.120
C -0.581976 -0.282627 4.701958 0.0 0.0 0.0 0.006
H -0.837606 -2.796735 -3.489192 0.0 0.0 0.0 -0.016
Sb -0.305258 -1.890858 -0.966086 0.0 0.0 0.1 1.554
C 2.834034 2.435188 -2.779939 0.0 0.0 0.0 -0.087
Si 3.096618 -3.239569 -1.143623 0.0 0.0 0.0 0.453
C 4.658196 -3.502472 -0.109418 0.0 0.0 0.0 -0.167
H -0.987429 -3.242923 2.116084 0.0 0.0 0.0 0.017
H -2.057575 -1.767464 4.199270 0.0 0.0 0.0 0.123
H 3.706627 2.927949 -3.187422 0.0 0.0 0.0 0.089
H -5.280010 7.744881 -0.810866 0.0 0.0 0.0 0.096
H 1.994047 -4.831934 -2.758015 0.0 0.0 0.0 0.013
Al -2.062838 1.041626 0.081809 0.7 -0.1 0.0 -0.103
H 1.725068 -6.258865 2.010667 0.0 0.0 0.0 0.031
H 1.874805 4.013401 2.861021 0.0 0.0 0.0 0.105
H 2.887489 -4.994758 2.385495 0.0 0.0 0.0 0.020
Si 0.966150 -4.202165 0.921941 0.0 0.0 0.0 0.411
C 2.608160 1.087093 -3.004450 0.0 0.0 0.0 -0.166
C 0.010904 -2.959099 -2.828395 -0.1 0.0 0.0 -0.327
H 0.928264 -2.713345 -3.355739 0.0 0.0 0.0 -0.015
H 0.404246 -0.921272 -4.301307 0.0 0.0 0.0 -0.014
H 4.491419 -2.350584 -2.952145 0.0 0.0 0.0 0.037
H 4.016294 1.219756 2.691343 0.0 0.0 0.0 0.097
H 1.193635 1.230453 6.044875 0.0 0.0 0.0 0.108
O -3.264533 2.026418 -1.128195 0.0 -0.2 0.0 -0.317
H -5.968911 7.689933 1.570701 0.0 0.0 0.0 0.100
H -3.762998 -0.661281 -3.785107 0.0 0.0 0.0 0.034
H 5.434637 -3.898251 -0.771844 0.0 0.0 0.0 0.032
C 2.812630 0.588442 1.028638 0.0 0.0 0.0 -0.134
C 0.114687 0.848829 4.218998 0.0 0.0 0.0 -0.145
H 2.014180 4.154683 -1.772490 0.0 0.0 0.0 0.103
C -3.812984 4.845805 0.140874 0.0 0.0 0.0 -0.191
H 0.502595 -2.916574 3.013005 0.0 0.0 0.0 0.024
H 2.659756 -5.711334 -1.377000 0.0 0.0 0.0 0.012
H 2.316881 3.251020 5.184064 0.0 0.0 0.0 0.098
C 1.385242 3.122193 3.233971 0.0 0.0 0.0 -0.073